Here is a structure of composition C20H45MnN2O2P2 at a distorted geometry from OMol25. Energies are from the ωB97M-V functional and the def2-TZVPD basis.

The expectation value of S² is 8.769.

Structure (ORCA input):
```
! wB97M-V def2-TZVPD RIJCOSX def2/J DEFGRID3
* xyz 1 6
Mn 0.000 0.000 0.000
P -2.053 0.160 -0.836
P 1.993 0.496 0.844
O 0.584 -2.775 -0.764
O -0.633 -0.277 1.812
N -0.124 2.255 -0.028
N -0.991 -1.826 3.487
C 4.510 1.637 0.340
C -1.443 -2.003 4.853
C -1.424 2.815 -0.495
C -3.813 -1.920 -1.510
C -3.444 -1.008 -0.326
C 1.825 2.276 1.474
C 2.560 -0.385 2.410
C -2.579 1.851 -0.220
C 0.340 -1.676 -0.417
C 4.191 -0.763 -0.378
C -3.633 0.738 -3.199
C 3.850 0.182 3.019
C -2.250 0.295 -2.704
C 2.612 -1.912 2.245
C -0.553 -3.019 2.780
C -1.786 -1.012 -3.368
C -3.103 -1.843 0.919
C -1.013 -0.558 2.951
C 3.524 0.615 -0.250
C 0.382 2.760 1.271
H -2.643 -1.588 -3.761
H 2.587 -2.394 3.240
H -1.383 -3.757 2.739
H 5.541 1.246 0.304
H 1.716 -0.161 3.092
H -1.504 1.074 -2.954
H -2.078 -2.245 0.859
H 3.771 1.262 3.239
H 3.530 -2.242 1.732
H 1.751 -2.276 1.664
H -1.380 -3.070 5.166
H 2.529 2.925 0.925
H -2.738 1.751 0.867
H -0.807 -1.408 5.541
H -3.203 -1.262 1.852
H -1.604 3.800 -0.021
H 3.191 0.953 -1.250
H 0.580 2.451 -0.746
H -2.501 -1.681 4.946
H -1.375 0.259 3.567
H 4.476 2.577 -0.241
H -2.949 -2.488 -1.889
H 4.274 1.882 1.389
H 0.556 0.227 -1.567
H -1.117 -0.790 -4.220
H -4.219 -1.311 -2.339
H 4.712 0.035 2.345
H 4.839 -0.956 0.497
H 2.099 2.329 2.540
H -0.276 2.364 2.061
H -3.625 1.764 -3.607
H -1.335 2.987 -1.581
H -4.581 -2.651 -1.207
H -1.238 -1.644 -2.650
H -3.517 2.224 -0.667
H 4.081 -0.336 3.968
H 4.827 -0.841 -1.279
H -4.311 -0.362 -0.089
H -3.795 -2.702 0.986
H -4.385 0.701 -2.390
H 0.305 -3.483 3.310
H 0.336 3.869 1.307
H -3.983 0.064 -4.002
H -0.257 -2.817 1.751
H 3.414 -1.548 -0.424
*
```

Need the Mulliken charges? In units of e they are: Mn -0.21; P 0.30; P 0.86; O -0.43; O -0.61; N -0.08; N 0.66; C -1.71; C -1.09; C -1.01; C -1.55; C 0.65; C -1.14; C 0.71; C -0.92; C 0.23; C -1.53; C -1.88; C -1.62; C 0.75; C -1.33; C -1.10; C -1.52; C -1.15; C -0.48; C 0.83; C -0.81; H 0.46; H 0.41; H 0.44; H 0.39; H 0.41; H 0.69; H 0.02; H 0.32; H 0.31; H 0.19; H 0.37; H 0.43; H 0.41; H 0.34; H 0.26; H 0.38; H 0.63; H 0.29; H 0.35; H 0.38; H 0.29; H 0.32; H 0.50; H -0.36; H 0.31; H 0.26; H 0.26; H 0.34; H 0.33; H 0.24; H 0.27; H 0.43; H 0.53; H 0.14; H 0.51; H 0.46; H 0.47; H 0.62; H 0.52; H 0.43; H 0.43; H 0.50; H 0.47; H 0.21; H 0.21

=====

Here is a structure of composition C20H45N3O3Sb at a distorted geometry from OMol25. Energies are from the ωB97M-V functional and the def2-TZVPD basis.

Structure (ORCA input):
```
! wB97M-V def2-TZVPD RIJCOSX def2/J DEFGRID3
* xyz -1 1
Sb 0.008 -2.607 0.129
O 0.333 -4.480 3.417
O -0.652 -2.633 4.217
O 1.462 -0.679 -3.656
N 1.806 -2.883 1.241
N -1.518 -2.081 -3.123
N -1.371 -5.306 -0.796
C -3.421 -0.753 -2.341
C -2.225 -1.664 -2.148
C -0.067 -4.744 -0.471
C -1.157 -3.273 1.980
C 2.439 2.636 1.409
C 0.183 4.092 -1.451
C -1.980 5.373 -1.709
C -2.002 -2.104 -0.735
C 1.969 1.817 2.642
C 0.532 1.959 3.146
C 2.759 -0.205 -1.697
C 1.451 3.584 0.710
C 1.003 3.079 -0.665
C 1.434 -0.769 -2.204
C -0.584 -0.080 2.025
C 1.225 -2.196 -1.723
C -0.410 -3.544 3.212
C 0.148 -0.490 0.748
C -0.588 1.456 2.233
C -1.128 4.512 -0.778
H -2.896 5.724 -1.235
H 2.816 1.940 0.654
H 2.619 2.086 3.481
H 3.309 3.221 1.719
H -1.537 1.743 2.703
H 2.477 -2.202 0.902
H -1.621 -0.412 1.962
H 0.582 3.807 1.331
H -1.396 6.243 -2.028
H 2.920 -0.412 -0.637
H -1.590 -4.243 1.711
H -0.096 -0.530 2.890
H 0.619 -0.096 -1.933
H -0.075 3.695 -2.439
H 2.829 0.872 -1.876
H -2.368 -1.304 -0.079
H 0.775 5.001 -1.620
H 2.209 -2.630 -1.503
H 0.178 -2.553 4.704
H -4.334 -1.312 -2.122
H 1.209 -0.245 0.811
H 0.397 -5.311 0.342
H -1.999 -2.611 2.191
H 0.794 -2.811 -2.515
H 0.467 1.370 4.068
H 0.478 2.125 -0.587
H 1.946 4.546 0.527
H -3.482 -0.396 -3.371
H 0.573 -4.861 -1.349
H -2.220 4.808 -2.613
H -2.084 -5.059 -0.126
H -1.683 3.614 -0.491
H -0.581 1.938 1.255
H -2.708 -2.927 -0.559
H 1.699 -1.557 -3.967
H 2.162 0.755 2.468
H 1.918 2.875 -1.233
H 3.568 -0.679 -2.259
H -0.283 0.099 -0.068
H -3.374 0.112 -1.677
H 2.216 -3.801 1.105
H -1.839 -1.682 -4.004
H 0.329 2.994 3.444
H -0.907 5.080 0.130
H -1.666 -5.035 -1.722
*
```

Need the Mulliken charges? In units of e they are: Sb 0.89; O -0.61; O -0.49; O -0.61; N -0.92; N -0.47; N -0.66; C -1.40; C 0.49; C -1.03; C -0.51; C -0.64; C -1.27; C -1.47; C -0.96; C -0.58; C -1.32; C -1.42; C -0.73; C 1.04; C 1.61; C -0.53; C -1.78; C 0.03; C 0.07; C 0.31; C 0.16; H 0.39; H 0.09; H 0.42; H 0.48; H 0.34; H 0.24; H 0.28; H 0.29; H 0.34; H 0.17; H 0.36; H 0.13; H -0.46; H 0.37; H 0.23; H 0.22; H 0.35; H 0.57; H 0.33; H 0.27; H -0.33; H 0.38; H 0.50; H 0.59; H 0.50; H -0.78; H 0.57; H 0.47; H 0.39; H 0.35; H 0.25; H 0.13; H -0.54; H 0.70; H 0.42; H 0.23; H 0.32; H 0.41; H 0.00; H 0.29; H 0.20; H 0.22; H 0.55; H 0.24; H 0.33

=====

Here is a cluster of 8 separate species, C20H45NO11S5 in total at a distorted geometry from OMol25. Energies are from the ωB97M-V functional and the def2-TZVPD basis.

Structure (ORCA input):
```
! wB97M-V def2-TZVPD RIJCOSX def2/J DEFGRID3
* xyz 0 1
S 0.449 0.078 3.089
S -2.177 3.457 3.281
S 1.711 4.875 0.729
S -3.527 -1.789 -3.513
S -4.027 0.004 1.828
O 1.874 0.016 -4.766
O 0.925 -1.956 -4.394
O -0.634 -0.089 4.151
O 1.959 -5.006 1.947
O 2.112 -1.416 -6.234
O 2.166 -5.742 4.125
O -2.868 -2.229 -2.187
O -2.989 0.324 2.934
O -1.706 2.213 4.071
O 2.712 -6.994 2.252
O 0.585 3.999 1.227
N 2.350 -2.527 -0.279
C -5.215 -1.229 2.458
C 1.545 0.921 -0.777
C 2.512 -6.821 0.849
C 2.790 -0.282 -6.777
C -2.321 3.173 1.434
C 1.706 -1.574 -0.609
C -2.822 -2.756 -4.866
C 2.410 0.825 -5.809
C 0.974 6.604 0.886
C 0.948 -1.646 2.706
C -3.174 -1.074 0.674
C 0.853 -0.453 -1.072
C 1.561 -1.181 -5.148
C 2.514 -5.343 0.694
C -3.925 3.692 3.524
C 2.451 5.122 2.394
C -2.653 -0.220 -4.121
C 2.210 -5.940 2.850
C 2.884 0.915 0.066
C 1.927 0.725 4.025
H 1.764 5.664 3.044
H -2.746 -0.154 -5.205
H 2.645 -0.024 -7.826
H -2.293 -1.646 0.964
H 3.838 -0.576 -6.707
H 3.833 1.005 -0.464
H -6.125 -1.429 1.892
H -3.191 -2.255 -5.761
H -5.631 -0.774 3.357
H 1.730 1.647 -6.031
H -1.364 2.809 1.061
H 1.849 -4.982 -0.091
H 0.822 1.653 -0.419
H 0.490 -1.977 1.774
H 3.433 -7.220 0.425
H -1.650 -0.215 -3.693
H 2.423 -0.036 4.628
H 1.738 -7.440 0.393
H 1.576 1.534 4.665
H -4.707 -2.125 2.817
H 3.258 1.435 -5.501
H 0.693 7.016 -0.083
H 2.535 4.176 2.928
H 2.849 1.820 0.672
H -3.262 0.597 -3.735
H 0.579 -0.584 -2.119
H -3.180 -3.785 -4.893
H 1.683 1.363 -1.764
H -2.830 -0.397 -0.108
H -4.374 2.700 3.485
H -2.613 4.138 1.020
H -4.479 4.283 2.794
H 2.657 1.280 3.436
H 3.523 -4.962 0.537
H 2.826 0.096 0.782
H 3.491 5.449 2.373
H 1.997 -1.482 2.460
H -4.038 3.998 4.564
H 0.871 -2.357 3.528
H -3.133 2.496 1.171
H 0.170 6.651 1.620
H -1.739 -2.866 -4.816
H 0.020 -0.553 -0.375
H -3.770 -1.836 0.172
H 1.747 7.188 1.385
*
```

Need the Mulliken charges? In units of e they are: S 0.82; S 0.43; S 0.39; S 0.45; S 0.43; O -0.24; O -0.58; O -0.62; O -0.18; O -0.35; O -0.62; O -0.55; O -0.42; O -0.48; O -0.34; O -0.37; N -0.47; C -1.17; C -0.04; C -0.38; C -0.35; C -0.39; C -0.25; C -0.90; C -0.29; C -1.06; C -1.06; C -1.01; C 1.43; C 0.71; C -0.19; C -0.88; C -0.89; C -0.61; C 0.62; C -0.58; C -1.16; H 0.35; H 0.40; H 0.31; H 0.36; H 0.27; H 0.40; H 0.38; H 0.39; H 0.39; H 0.26; H -0.34; H 0.26; H -0.18; H 0.11; H 0.28; H -0.09; H 0.36; H 0.27; H 0.39; H 0.31; H 0.26; H 0.33; H 0.16; H -0.08; H 0.36; H -0.34; H 0.35; H 0.41; H 0.22; H 0.16; H 0.45; H 0.35; H 0.30; H 0.26; H 0.08; H 0.40; H 0.34; H 0.35; H 0.51; H 0.32; H 0.31; H 0.21; H -0.38; H 0.51; H 0.42

=====

Here is a cluster of 3 separate species, C20H46BI2N2O5S in total from OMol25. Energies are from the ωB97M-V functional and the def2-TZVPD basis.

Structure (ORCA input):
```
! wB97M-V def2-TZVPD RIJCOSX def2/J DEFGRID3
* xyz -1 1
I 7.762 1.183 -4.320
I 2.628 5.308 -1.044
S 8.211 3.442 2.038
O -7.799 -3.349 2.497
O 1.674 0.815 0.888
O -3.434 -3.024 0.799
O 6.862 -1.265 -3.087
O -1.599 -0.307 -2.294
N -5.358 -5.061 2.286
N -1.458 0.953 0.434
C -8.481 -3.934 1.410
C -4.610 -2.239 0.801
C -3.909 -5.065 2.109
C -7.342 -4.261 3.486
C -1.921 -1.573 -1.759
C 3.777 2.563 -1.880
C -0.597 1.651 1.384
C 6.571 -0.120 -3.018
C 0.840 1.950 0.981
C -2.398 0.767 -1.824
C -1.663 1.641 -0.833
C 2.575 3.915 -3.688
C 6.027 2.348 -0.332
C 5.487 0.481 -2.184
C 6.329 3.808 -0.034
C 6.664 4.135 1.414
C -3.178 -3.734 1.994
C -5.836 -4.387 3.483
C 1.649 0.137 -0.352
C 3.529 3.942 -2.503
B 5.377 2.099 -1.834
H -7.657 -3.870 4.457
H 0.859 -0.622 -0.394
H -3.323 0.385 -1.378
H 3.223 1.848 -2.501
H -5.483 -2.801 0.455
H 1.671 3.370 -3.410
H -2.269 2.535 -0.646
H -7.812 -4.485 0.739
H -1.080 2.600 1.643
H 0.899 2.543 0.061
H 2.610 -0.365 -0.466
H 7.156 4.140 -0.670
H 5.842 3.821 2.059
H -2.108 -3.956 1.979
H 3.329 2.514 -0.886
H -3.354 -3.085 2.860
H -5.538 -4.974 4.357
H -0.567 1.051 2.297
H -2.998 -1.762 -1.796
H -3.469 -5.619 2.945
H -0.729 1.972 -1.307
H 1.526 0.833 -1.185
H -8.943 -3.126 0.847
H -4.817 -1.829 1.793
H 5.604 -0.077 -1.246
H 5.463 4.423 -0.296
H 3.062 3.378 -4.505
H 6.802 5.207 1.562
H -1.077 0.033 0.256
H 7.958 2.161 1.778
H 6.015 2.795 -2.614
H -5.420 -3.378 3.607
H -5.791 -4.646 1.472
H 4.468 4.412 -2.781
H -9.266 -4.616 1.753
H -7.812 -5.239 3.344
H -1.586 -1.691 -0.724
H 5.353 1.960 0.445
H 2.288 4.908 -4.029
H 4.575 0.083 -2.643
H -3.693 -5.637 1.204
H -4.449 -1.409 0.114
H -2.667 1.372 -2.694
H 6.965 1.779 -0.271
H -1.417 -2.320 -2.370
H 1.276 2.567 1.771
*
```

Need the Mulliken charges? In units of e they are: I -0.16; I -0.12; S -0.26; O -0.35; O -0.46; O -0.29; O -0.49; O -0.38; N -0.30; N -0.16; C -0.70; C -0.36; C -0.81; C -0.81; C -0.63; C -0.41; C -1.05; C -0.07; C 0.04; C -0.62; C 0.02; C -1.33; C -0.75; C -0.42; C 0.12; C -0.93; C -0.53; C -0.18; C -0.36; C -0.25; B 0.71; H 0.39; H 0.27; H 0.17; H 0.15; H 0.24; H 0.27; H 0.37; H 0.29; H 0.40; H 0.05; H 0.31; H 0.23; H 0.33; H 0.36; H -0.02; H 0.37; H 0.37; H 0.34; H 0.32; H 0.40; H -0.06; H 0.07; H 0.24; H 0.30; H 0.29; H -0.18; H 0.34; H 0.42; H 0.01; H 0.09; H -0.36; H 0.17; H 0.10; H 0.43; H 0.34; H 0.41; H 0.23; H 0.34; H 0.44; H 0.34; H 0.40; H -0.03; H 0.42; H 0.27; H 0.29; H 0.41

=====

| no. | total energy (eV) |
| --- | --- |
| 1 | -78434.03266 |
| 2 | -38619.06241 |
| 3 | -99649.04495 |
| 4 | -62415.93334 |